Entry 1:
DFT (the ωB97M-V functional and the def2-TZVPD basis) results for 2 unconnected molecules or ions with the total composition C8H16N2.

Properties
energy relative to the best compared isomer or geometry (same formula, charge and spin): 52.1 kJ/mol
M: 140.23 g mol⁻¹
structure (SMILES): CCc1c[nH]cn1.CCC
electronic energy: -11535.444 eV
multiplicity: 1
gap between HOMO and LUMO: 9.51 eV
LUMO energy: 0.85 eV

Last column: Löwdin charge in e.
Positions of all 26 atoms, in Å:
C  -1.12  2.30  2.13  -0.11
C  -0.80  0.99  1.45  -0.22
C  0.42  0.92  0.60  -0.35
C  0.39  1.46  -0.65  -0.05
N  1.70  1.30  -1.14  0.06
C  2.40  0.72  -0.15  -0.22
N  1.68  0.50  0.92  0.11
H  -2.00  2.24  2.79  0.07
H  -1.35  3.12  1.44  0.07
H  -0.34  2.74  2.75  0.08
H  -0.87  0.19  2.19  0.11
H  -1.58  0.80  0.70  0.09
H  -0.38  1.86  -1.29  0.12
H  2.02  1.42  -2.07  0.13
H  3.46  0.52  -0.18  0.11
C  -2.01  -2.41  -1.96  -0.14
C  -1.47  -2.22  -0.58  -0.34
C  -0.05  -2.71  -0.33  -0.11
H  -1.48  -1.95  -2.79  0.07
H  -3.05  -2.08  -2.05  0.07
H  -2.14  -3.48  -2.16  0.07
H  -1.60  -1.18  -0.26  0.07
H  -2.14  -2.68  0.17  0.10
H  0.18  -2.65  0.73  0.07
H  0.20  -3.67  -0.76  0.07
H  0.63  -2.01  -0.83  0.06

Entry 2:
DFT (the ωB97M-V functional and the def2-TZVPD basis) results for C19H20N2O5S in the gas phase.

Properties
energy relative to the best compared isomer or geometry (same formula, charge and spin): 91.5 kJ/mol
M: 388.44 g mol⁻¹
structure (SMILES): CCOC(=O)CNC(=O)CN1C(=O)C[C@@H](c2ccco2)Sc2ccccc21
electronic energy: -44081.410 eV
multiplicity: 1
gap between HOMO and LUMO: 8.94 eV
LUMO energy: 0.76 eV

Last column: Löwdin charge in e.
Positions of all 47 atoms, in Å:
C  -3.91  -1.96  -1.50  -0.05
C  -4.23  -2.07  -0.02  -0.20
O  -4.17  -0.77  0.58  0.00
C  -3.06  -0.43  1.24  -0.47
O  -2.14  -1.18  1.45  0.08
C  -3.10  1.05  1.58  -0.05
N  -2.51  1.74  0.45  0.09
C  -1.49  2.61  0.58  -0.48
O  -1.14  3.11  1.63  0.08
C  -0.76  2.85  -0.75  -0.02
N  0.18  1.75  -0.93  0.00
C  -0.29  0.55  -1.35  -0.44
O  -1.44  0.40  -1.73  0.05
C  0.72  -0.57  -1.36  -0.07
C  0.72  -1.28  -0.01  -0.42
C  1.89  -2.19  0.15  -0.32
C  2.00  -3.40  0.76  -0.02
C  3.37  -3.76  0.67  -0.06
C  3.98  -2.74  0.01  -0.11
O  3.09  -1.78  -0.30  0.04
S  0.71  -0.07  1.40  1.06
C  1.85  1.13  0.74  -0.43
C  3.09  1.33  1.33  -0.08
C  3.95  2.29  0.83  -0.07
C  3.57  3.05  -0.26  -0.07
C  2.33  2.87  -0.85  -0.01
C  1.46  1.91  -0.35  -0.24
H  -3.88  -2.95  -1.94  0.08
H  -2.95  -1.47  -1.65  0.05
H  -4.67  -1.37  -2.01  0.08
H  -3.51  -2.72  0.49  0.12
H  -5.24  -2.43  0.14  0.12
H  -2.50  1.27  2.47  0.13
H  -4.13  1.37  1.73  0.13
H  -2.64  1.31  -0.46  0.12
H  -1.46  2.87  -1.59  0.13
H  -0.20  3.79  -0.70  0.13
H  1.72  -0.20  -1.59  0.13
H  0.43  -1.29  -2.13  0.14
H  -0.21  -1.83  0.16  0.11
H  1.21  -3.96  1.22  0.11
H  3.82  -4.66  1.04  0.10
H  5.00  -2.58  -0.28  0.12
H  3.36  0.73  2.18  0.11
H  4.91  2.44  1.29  0.10
H  4.24  3.80  -0.66  0.10
H  2.03  3.46  -1.70  0.12

Entry 3:
DFT (the ωB97M-V functional and the def2-TZVPD basis) results for C3H3F2NO2 in the gas phase.

Properties
energy relative to the best compared isomer or geometry (same formula, charge and spin): 392.9 kJ/mol
M: 123.06 g mol⁻¹
structure (SMILES): O=C1N(O)CC1(F)F
electronic energy: -14175.465 eV
multiplicity: 1
gap between HOMO and LUMO: 10.17 eV
LUMO energy: 0.09 eV

Last column: Löwdin charge in e.
Positions of all 11 atoms, in Å:
O  -0.09  2.42  0.21  0.15
C  -0.08  1.21  0.11  -0.33
N  0.89  0.24  -0.12  -0.16
O  2.10  0.05  0.33  0.01
C  -0.06  -0.90  -0.05  -0.01
C  -1.12  0.13  0.14  -0.51
F  -1.77  -0.02  1.28  0.14
F  -2.04  0.31  -0.86  0.09
H  2.53  -0.39  -0.62  0.24
H  -0.35  -1.23  -1.22  0.18
H  -0.01  -1.82  0.79  0.20

Entry 4:
DFT (the ωB97M-V functional and the def2-TZVPD basis) results for 2 unconnected molecules or ions with the total composition C3H4N2O2.

Properties
energy relative to the best compared isomer or geometry (same formula, charge and spin): 606.9 kJ/mol
M: 100.08 g mol⁻¹
structure (SMILES): C1N=N1.O=C=CO
electronic energy: -10245.975 eV
multiplicity: 1
gap between HOMO and LUMO: 9.05 eV
LUMO energy: 0.34 eV

Last column: Löwdin charge in e.
Positions of all 11 atoms, in Å:
C  -0.83  1.08  -0.21  -0.21
N  0.00  0.77  -1.36  0.06
N  0.52  1.46  -0.51  0.03
H  -1.60  1.83  -0.32  0.07
H  -1.04  0.16  0.54  0.13
O  3.37  0.87  0.14  0.12
C  2.46  0.09  0.15  -0.17
C  1.79  -1.07  0.07  -0.25
O  0.88  -1.51  -0.79  -0.05
H  2.13  -1.85  0.78  0.13
H  1.19  -1.59  -1.72  0.13

Entry 5:
DFT (the ωB97M-V functional and the def2-TZVPD basis) results for 2 unconnected molecules or ions with the total composition CHF3NO2S.

Properties
energy relative to the best compared isomer or geometry (same formula, charge and spin): 180.4 kJ/mol
M: 148.09 g mol⁻¹
net charge: -1
electronic energy: -25625.922 eV
multiplicity: 1
gap between HOMO and LUMO: 8.02 eV
LUMO energy: 3.81 eV

Last column: Löwdin charge in e.
Positions of all 9 atoms, in Å:
C  -1.34  0.90  1.11  -0.51
N  1.56  -0.32  -0.23  -0.39
O  3.09  -1.71  -1.86  -0.48
O  0.57  -1.70  -2.13  -0.47
F  -1.43  1.60  0.03  0.14
F  -2.35  0.01  1.16  0.10
F  -1.59  1.73  2.15  0.05
S  1.76  -1.17  -1.43  0.44
H  -0.27  0.67  1.19  0.13

Entry 6:
DFT (the ωB97M-V functional and the def2-TZVPD basis) results for a molecular structure, C11H24ClNO3Y.

Properties
energy relative to the best compared isomer or geometry (same formula, charge and spin): 938.3 kJ/mol
M: 342.68 g mol⁻¹
net charge: +1
electronic energy: -32975.672 eV
multiplicity: 1
gap between HOMO and LUMO: 1.83 eV
LUMO energy: -7.75 eV

Last column: Löwdin charge in e.
Positions of all 41 atoms, in Å:
Y  -33.23  -30.61  -16.44  0.92
C  -29.88  -25.10  -11.24  0.03
C  -30.79  -26.14  -10.46  -0.42
C  -30.89  -25.84  -8.90  -0.11
C  -31.87  -24.68  -8.58  -0.18
C  -33.21  -25.07  -9.06  -0.15
C  -33.22  -25.38  -10.62  -0.41
N  -32.13  -26.30  -11.01  0.11
O  -32.21  -26.69  -12.40  0.10
C  -33.13  -24.00  -11.49  0.04
C  -34.59  -26.00  -10.86  -0.04
C  -29.96  -27.44  -10.47  -0.04
H  -29.14  -25.59  -11.87  0.10
H  -29.37  -24.41  -10.58  0.10
H  -30.48  -24.40  -11.82  0.07
H  -29.96  -25.49  -8.46  0.13
H  -31.20  -26.73  -8.36  0.13
H  -31.58  -23.81  -9.17  0.11
H  -31.93  -24.56  -7.50  0.13
H  -34.15  -24.67  -8.67  0.14
H  -33.29  -26.10  -8.72  0.12
H  -32.32  -23.38  -11.13  0.07
H  -34.04  -23.44  -11.26  0.10
H  -32.91  -24.15  -12.55  0.09
H  -34.72  -26.95  -10.35  0.09
H  -34.75  -26.24  -11.91  0.09
H  -35.43  -25.47  -10.41  0.10
H  -30.46  -28.39  -10.26  0.09
H  -29.09  -27.57  -9.82  0.11
H  -29.60  -27.58  -11.49  0.08
Cl  -28.56  -31.14  -16.85  -0.72
C  -24.94  -31.69  -23.40  -0.23
C  -24.35  -31.69  -24.85  -0.21
O  -25.36  -31.05  -25.64  -0.08
O  -25.49  -30.40  -23.12  -0.09
H  -24.22  -31.79  -22.59  0.11
H  -25.68  -32.48  -23.29  0.11
H  -23.96  -32.65  -25.19  0.12
H  -23.58  -30.93  -24.74  0.11
H  -25.80  -30.43  -25.06  0.06
H  -26.01  -30.55  -22.33  0.09

Entry 7:
DFT (the ωB97M-V functional and the def2-TZVPD basis) results for 10 unconnected molecules or ions with the total composition C55H124N6O10.

Properties
energy relative to the best compared isomer or geometry (same formula, charge and spin): 263.9 kJ/mol
M: 1029.63 g mol⁻¹
structure (SMILES): CC1(C)CCCC(C)(C)N1O.CC1(C)CCCC(C)(C)N1O.CC1(C)CCCC(C)(C)N1O.CC1(C)CCCC(C)(C)N1O.CC1(C)CCCC(C)(C)N1O.CC1(C)CCCC(C)(C)N1O.CO.O.O.O
electronic energy: -88451.948 eV
multiplicity: 1
gap between HOMO and LUMO: 8.03 eV
LUMO energy: 0.16 eV

Last column: Löwdin charge in e.
Positions of all 195 atoms, in Å:
C  1.22  -1.91  -4.01  -0.02
C  1.76  -0.67  -3.26  -0.42
C  0.51  0.23  -2.77  -0.01
C  2.34  -1.07  -1.90  -0.17
C  3.67  -1.76  -1.97  -0.19
C  4.70  -0.80  -2.61  -0.10
C  4.21  -0.39  -4.08  -0.43
C  5.11  0.83  -4.51  -0.04
C  4.46  -1.62  -5.07  -0.02
N  2.82  0.10  -3.99  -0.11
O  2.31  0.51  -5.24  -0.01
H  1.87  -2.46  -4.69  0.07
H  0.76  -2.61  -3.32  0.07
H  0.45  -1.62  -4.73  0.08
H  -0.19  -0.29  -2.12  0.06
H  0.97  1.06  -2.24  0.05
H  0.01  0.70  -3.61  0.07
H  2.35  -0.27  -1.16  0.10
H  1.76  -1.88  -1.45  0.10
H  4.00  -2.16  -1.01  0.11
H  3.62  -2.75  -2.43  0.10
H  5.67  -1.28  -2.56  0.12
H  4.76  0.07  -1.95  0.10
H  6.19  0.72  -4.52  0.08
H  4.98  1.67  -3.82  0.06
H  4.76  1.10  -5.51  0.07
H  5.53  -1.71  -5.28  0.08
H  3.92  -1.45  -6.00  0.07
H  4.04  -2.54  -4.67  0.05
H  2.30  1.45  -5.07  0.10
C  -6.26  4.33  -2.66  -0.02
C  -5.34  3.09  -2.36  -0.47
C  -6.26  2.02  -1.80  -0.07
C  -4.77  2.41  -3.67  -0.11
C  -3.51  3.13  -4.17  -0.19
C  -2.42  3.23  -3.09  -0.12
C  -2.95  3.83  -1.72  -0.42
C  -1.92  3.34  -0.64  -0.01
C  -3.09  5.38  -1.88  -0.02
N  -4.31  3.30  -1.33  -0.15
O  -4.78  3.69  -0.12  -0.01
H  -7.27  3.99  -2.88  0.07
H  -6.32  5.00  -1.80  0.08
H  -5.90  4.95  -3.49  0.07
H  -5.74  1.16  -1.38  0.06
H  -6.82  2.42  -0.95  0.08
H  -7.04  1.68  -2.48  0.09
H  -4.55  1.36  -3.47  0.11
H  -5.54  2.45  -4.43  0.12
H  -3.11  2.81  -5.13  0.11
H  -3.78  4.14  -4.47  0.10
H  -1.64  3.87  -3.48  0.12
H  -2.08  2.21  -2.92  0.10
H  -2.06  2.26  -0.56  0.08
H  -2.15  3.83  0.31  0.05
H  -0.92  3.54  -1.01  0.07
H  -3.53  5.87  -1.01  0.08
H  -3.81  5.64  -2.65  0.06
H  -2.14  5.85  -2.13  0.08
H  -4.64  2.94  0.47  0.09
C  -3.64  5.01  5.22  -0.04
C  -2.69  4.26  4.33  -0.51
C  -2.92  4.63  2.87  -0.03
C  -1.25  4.78  4.63  -0.13
C  -0.15  3.83  4.17  -0.20
C  -0.37  2.40  4.63  -0.12
C  -1.75  1.88  4.19  -0.48
C  -1.73  1.72  2.65  -0.01
C  -1.89  0.50  4.84  -0.02
N  -2.79  2.82  4.62  -0.10
O  -4.10  2.31  4.48  0.00
H  -3.32  4.86  6.25  0.09
H  -3.55  6.07  5.00  0.09
H  -4.69  4.75  5.12  0.09
H  -1.96  4.69  2.35  0.07
H  -3.54  3.91  2.33  0.06
H  -3.50  5.56  2.81  0.09
H  -1.06  5.74  4.14  0.12
H  -1.11  4.89  5.71  0.12
H  0.11  3.96  3.12  0.10
H  0.74  4.22  4.67  0.11
H  -0.20  2.35  5.71  0.12
H  0.48  1.88  4.19  0.11
H  -1.07  0.89  2.40  0.07
H  -1.45  2.58  2.03  0.06
H  -2.67  1.30  2.30  0.07
H  -1.14  -0.22  4.50  0.09
H  -2.87  0.05  4.72  0.07
H  -1.87  0.69  5.91  0.09
H  -4.26  2.39  3.54  0.07
C  4.62  -6.54  1.17  -0.03
C  3.57  -6.76  0.10  -0.48
C  3.98  -6.13  -1.24  -0.04
C  3.51  -8.28  -0.28  -0.16
C  2.88  -9.09  0.76  -0.22
C  1.51  -8.52  1.13  -0.15
C  1.52  -7.06  1.54  -0.48
C  0.00  -6.58  1.50  -0.03
C  1.97  -6.95  3.04  -0.01
N  2.24  -6.28  0.55  -0.09
O  2.16  -4.87  0.70  -0.01
H  4.51  -7.31  1.95  0.06
H  5.61  -6.52  0.73  0.09
H  4.53  -5.62  1.75  0.09
H  4.80  -6.75  -1.60  0.08
H  3.19  -6.20  -1.99  0.09
H  4.47  -5.16  -1.09  0.08
H  2.99  -8.44  -1.22  0.13
H  4.50  -8.72  -0.22  0.13
H  2.78  -10.12  0.42  0.12
H  3.34  -9.12  1.74  0.11
H  1.14  -9.14  1.96  0.12
H  0.85  -8.61  0.27  0.12
H  -0.68  -7.21  2.07  0.09
H  -0.30  -6.54  0.46  0.07
H  -0.12  -5.53  1.80  0.05
H  1.63  -7.77  3.68  0.08
H  1.47  -6.09  3.47  0.07
H  3.05  -6.89  3.21  0.07
H  1.48  -4.59  0.08  0.04
C  5.72  7.05  -1.16  -0.03
C  4.85  5.97  -0.48  -0.46
C  5.77  5.24  0.51  -0.04
C  3.78  6.62  0.41  -0.18
C  2.77  5.73  0.99  -0.21
C  2.12  4.92  -0.10  -0.13
C  3.13  4.19  -1.04  -0.47
C  3.61  2.87  -0.39  -0.01
C  2.34  3.89  -2.27  -0.06
N  4.18  5.12  -1.53  -0.15
O  5.06  4.60  -2.38  0.00
H  6.79  6.84  -1.19  0.07
H  5.61  7.32  -2.21  0.08
H  5.63  7.94  -0.54  0.08
H  6.16  5.98  1.21  0.08
H  5.32  4.47  1.14  0.07
H  6.69  4.87  0.06  0.08
H  4.21  7.31  1.13  0.12
H  3.27  7.29  -0.28  0.12
H  3.34  5.20  1.76  0.11
H  1.97  6.20  1.56  0.12
H  1.36  5.53  -0.59  0.12
H  1.56  4.20  0.50  0.11
H  4.46  2.43  -0.91  0.08
H  2.80  2.16  -0.57  0.05
H  3.67  2.96  0.70  0.07
H  1.42  3.39  -1.98  0.07
H  2.88  3.21  -2.93  0.07
H  2.11  4.82  -2.80  0.10
H  4.58  4.47  -3.20  0.10
C  -4.95  -3.39  2.55  -0.01
C  -3.64  -3.66  1.73  -0.46
C  -2.48  -3.95  2.75  -0.02
C  -3.67  -4.95  0.84  -0.10
C  -4.57  -4.73  -0.42  -0.20
C  -4.03  -3.64  -1.24  -0.15
C  -3.79  -2.27  -0.50  -0.43
C  -2.85  -1.42  -1.40  -0.03
C  -5.18  -1.57  -0.37  -0.03
N  -3.22  -2.51  0.89  -0.09
O  -2.97  -1.34  1.66  -0.04
H  -5.91  -3.34  2.04  0.07
H  -5.08  -4.24  3.22  0.09
H  -4.83  -2.47  3.13  0.08
H  -2.45  -3.16  3.50  0.08
H  -2.63  -4.88  3.31  0.09
H  -1.50  -3.87  2.29  0.06
H  -2.65  -5.15  0.51  0.10
H  -4.12  -5.78  1.38  0.12
H  -4.53  -5.73  -0.85  0.11
H  -5.65  -4.68  -0.28  0.11
H  -4.72  -3.48  -2.06  0.13
H  -3.09  -3.97  -1.67  0.11
H  -2.66  -0.43  -0.99  0.07
H  -3.28  -1.29  -2.39  0.09
H  -1.91  -1.94  -1.60  0.06
H  -5.69  -1.39  -1.31  0.08
H  -5.12  -0.66  0.21  0.07
H  -5.93  -2.24  0.05  0.07
H  -3.86  -1.09  1.94  0.08
C  2.47  0.49  2.00  -0.14
O  1.68  -0.68  2.13  -0.14
H  3.36  0.43  2.62  0.09
H  2.80  0.68  0.98  0.05
H  2.02  1.35  2.50  0.07
H  0.82  -0.44  1.78  0.00
O  -0.44  -0.92  0.78  -0.03
H  -0.02  -1.74  0.51  0.04
H  -1.29  -1.19  1.11  0.01
O  -0.17  -3.89  -0.44  -0.03
H  -0.93  -3.66  0.10  0.01
H  -0.49  -4.59  -1.01  0.06
O  2.38  -3.27  3.44  -0.06
H  2.11  -3.96  2.84  -0.02
H  2.30  -2.46  2.92  -0.01

Entry 8:
DFT (the ωB97M-V functional and the def2-TZVPD basis) results for a molecular structure, H26O13.

Properties
energy relative to the best compared isomer or geometry (same formula, charge and spin): 1071.2 kJ/mol
M: 234.19 g mol⁻¹
electronic energy: -27030.844 eV
multiplicity: 1
gap between HOMO and LUMO: 6.76 eV
LUMO energy: -0.30 eV

Last column: Löwdin charge in e.
Positions of all 39 atoms, in Å:
H  -0.11  0.78  -1.50  0.06
H  0.36  0.64  -0.06  0.07
H  -1.75  0.04  -0.70  0.02
H  -2.63  1.08  -0.02  0.05
H  3.88  0.11  1.14  0.04
H  3.29  -0.08  -0.25  0.07
H  0.59  1.50  -5.74  0.03
H  0.89  1.16  -4.29  0.02
H  -1.35  3.16  -0.95  0.02
H  -0.65  4.33  -1.63  0.04
H  -3.04  -1.00  3.87  0.04
H  -1.69  -0.32  3.70  0.03
H  -0.10  -0.74  0.81  0.06
H  -0.80  -1.72  -0.13  0.07
H  -0.02  -4.24  -3.33  0.04
H  -0.06  -4.17  -1.82  0.01
H  3.01  -0.47  3.21  0.02
H  1.54  -0.18  2.97  0.02
H  -0.52  2.71  2.93  0.04
H  0.88  2.24  3.29  0.03
H  4.17  1.91  -0.78  0.04
H  3.56  3.08  -0.02  0.04
H  -0.99  -3.36  0.56  0.05
H  -1.69  -3.27  1.91  0.05
H  -3.02  -1.01  -2.26  0.03
H  -3.19  -1.92  -1.06  0.03
O  0.13  0.12  -0.84  -0.06
O  -2.18  0.25  0.14  -0.09
O  3.61  0.60  0.36  -0.09
O  0.88  1.90  -4.91  -0.06
O  -1.02  3.46  -1.81  -0.05
O  -2.52  -0.49  3.24  -0.05
O  -0.96  -1.15  0.63  -0.22
O  0.43  -4.56  -2.55  -0.06
O  2.19  -0.27  3.68  -0.04
O  -0.04  2.19  3.58  -0.05
O  3.33  2.35  -0.62  -0.10
O  -1.27  -2.73  1.23  -0.09
O  -3.11  -1.94  -2.02  -0.05

Entry 9:
DFT (the ωB97M-V functional and the def2-TZVPD basis) results for CH2BrN in the gas phase.

Properties
energy relative to the best compared isomer or geometry (same formula, charge and spin): 631.1 kJ/mol
M: 107.94 g mol⁻¹
electronic energy: -72594.722 eV
multiplicity: 1
gap between HOMO and LUMO (alpha / beta): 7.51 / 7.51 eV
LUMO energy (alpha / beta): -0.84 / -0.84 eV

Last column: Löwdin charge in e.
Positions of all 5 atoms, in Å:
C  -0.43  2.73  2.33  -0.47
N  -0.28  0.40  -0.16  -0.33
Br  0.11  2.20  0.76  0.88
H  -0.55  -0.27  0.54  -0.03
H  0.54  0.17  -0.70  -0.05

The lowest M belongs to which entry? C3H4N2O2

What is the multiplicity in the fourth record? 1

Which value of electronic energy does entry 1 give? -11535.444 eV